Formula: C3H5F3O4PS
Source: OMol25
Level of theory: ωB97M-V/def2-TZVPD

Total charge ... +1
LUMO energy ... -5.612 eV
Spin multiplicity ... 1
Orbital gap ... 9.74 eV
HOMO energy ... -15.36 eV

Cartesian coordinates (Å):
O 2.1019 -1.9377 -0.4894
C 1.6998 -1.0587 0.2249
O 1.2752 -1.3225 1.4715
C 1.6993 0.3766 -0.3177
P 0.3021 1.4435 0.1693
S -1.6936 0.7220 -0.3448
O -2.5114 1.1568 0.7308
O -2.0233 1.2275 -1.6249
C -1.7644 -1.1437 -0.3699
F -2.9822 -1.3900 -0.7488
F -1.5623 -1.6131 0.8221
F -0.9077 -1.6062 -1.2367
H 1.1215 -0.5387 2.0094
H 2.5892 0.8636 0.0834
H 1.8238 0.3822 -1.3889
H 0.4426 2.6588 -0.5202
H 0.3893 1.7797 1.5299

The computed Löwdin charges, all in e, follow: 0.17, -0.57, 0.14, -0.23, 1.06, 0.60, -0.26, -0.24, -0.76, 0.23, 0.21, 0.21, 0.11, 0.12, 0.12, 0.05, 0.05

Formula: C2H3BrClP
Source: OMol25
Level of theory: ωB97M-V/def2-TZVPD

Total charge ... 0
LUMO energy ... -0.653 eV
Spin multiplicity ... 1
Orbital gap ... 8.63 eV
HOMO energy ... -9.29 eV

Cartesian coordinates (Å):
H 1.2080 -1.8113 1.9452
P -0.0083 -1.4693 1.1936
C 0.6941 -0.1680 0.3549
Br 2.5335 0.0461 -0.0480
C -0.1323 1.0560 -0.3991
Cl -0.0635 2.4770 0.7114
H -1.1978 0.9829 -0.6812
H 0.3083 1.2422 -1.3008

The computed Löwdin charges, all in e, follow: -0.12, 0.78, -1.18, 0.63, -0.66, 0.50, 0.06, -0.01